Model w:
ORCA calculation (the ωB97M-V functional and the def2-TZVPD basis) on an isolated ion of composition C6H15N3O2P and charge +1.

Its gap between HOMO and LUMO is 10.707 eV. Its HOMO energy is -13.389 eV. The LUMO energy is -2.682 eV. As for the structure (SMILES): CN1C(=[NH2+])NC(C)(C)[P@]1(=O)CO.

Structure (ORCA input):
```
! RIJCOSX wB97M-V def2-TZVPD def2/J DEFGRID3
* xyz 1 1
C -1.38599 -0.67015 2.26719
N -0.51510 -0.63074 1.07249
C -0.11771 -1.48770 0.20609
N -0.09885 -2.83279 0.34663
N 0.26645 -1.03212 -0.93547
C -0.05974 0.55127 -1.22533
C 1.01036 1.12132 -2.14535
C -1.49455 0.43991 -1.70964
P -0.22907 1.02079 0.55911
O -1.28087 1.99204 0.85324
C 1.36431 1.31203 1.44660
O 1.02760 1.08383 2.73998
H -2.27654 -0.08032 1.95257
H -1.71672 -1.58181 2.62662
H -0.78949 -0.15380 3.04255
H -0.01322 -3.40407 1.21737
H 0.04303 -3.33926 -0.46655
H 0.78435 -1.45804 -1.61860
H 0.71598 1.12017 -3.24668
H 1.82581 0.31460 -2.08280
H 1.40044 1.99868 -1.78669
H -2.34115 0.69870 -0.97986
H -1.63299 -0.54701 -2.04276
H -1.79821 1.10717 -2.59717
H 2.07002 0.61353 0.93190
H 1.63652 2.31132 1.26663
H 0.99155 1.99117 3.17863
*
```

Results of the Löwdin charge analysis, in e, for atoms 1 through 4: 0.002, -0.088, -0.485, 0.224


Model x:
ORCA calculation (the ωB97M-V functional and the def2-TZVPD basis) on C6H15N3O2P as an isolated structure.

Its gap between HOMO and LUMO is 10.382 eV. Its HOMO energy is -14.038 eV. The LUMO energy is -3.656 eV.

Structure (ORCA input):
```
! RIJCOSX wB97M-V def2-TZVPD def2/J DEFGRID3
* xyz 1 1
C -1.32526 0.56019 1.64623
C -0.13020 1.27671 2.16931
C -1.08381 -0.98182 1.49469
C 0.91950 1.42628 1.05011
C 0.14506 -0.71628 -0.00328
C 2.29778 -0.19782 -0.38680
N -2.30046 -0.46801 -1.47783
N -0.21757 -1.12056 -2.86391
N 1.24675 0.05454 0.57786
O -2.40095 1.08978 1.39352
O -0.17218 1.23804 -1.79122
P -0.65528 -0.11406 -1.55676
H -0.24581 2.37833 2.49390
H 0.46339 0.87372 2.98832
H -0.52397 -1.61592 2.25814
H -1.92673 -1.51634 0.98691
H 0.52574 1.89225 0.01920
H 1.91534 1.87827 1.23710
H 0.59110 -1.69828 -0.16843
H 2.26267 0.26241 -1.44579
H 3.28883 0.13500 -0.04020
H 2.40474 -1.33483 -0.59975
H -2.61272 -0.42655 -0.50942
H -2.94375 -0.50100 -2.23201
H -1.15609 -1.46759 -3.25829
H 0.17846 -0.52236 -3.47136
H 1.45540 -0.38408 1.48976
*
```

Results of the Löwdin charge analysis, in e, for atoms 1 through 4: -0.426, -0.084, 0.081, -0.106


model w is preferred energetically. Next in line: 27.0 kcal/mol higher.